Here is a molecular structure, C26H38LaN9O6P from the OMol25 dataset. Energies are from ωB97M-V/def2-TZVPD.

## Properties
E_HOMO, eV: -10.893
Total charge: +1
Total energy, eV: -63425.9563
Kohn-Sham gap, Eh: 0.292
Energy above the lowest of the compared OMol25 structures with the same formula, charge and spin, kcal/mol: 0.0

Cartesian coordinates (Å):
La  0.109  0.675  -0.532
O  -1.329  -0.936  -2.203
C  -2.489  -0.396  -2.861
C  -3.010  0.849  -2.173
N  -1.993  1.878  -1.938
C  -1.383  2.442  -3.158
C  0.137  2.227  -3.105
O  0.910  3.159  -3.214
O  0.475  0.997  -2.820
C  -2.522  2.885  -1.012
C  -2.527  2.383  0.437
O  -3.284  2.851  1.262
O  -1.628  1.474  0.669
H  -0.583  -0.653  -2.761
H  -3.268  -1.158  -2.852
H  -2.239  -0.201  -3.904
H  -3.422  0.577  -1.197
H  -3.845  1.250  -2.768
H  -1.591  3.506  -3.255
H  -1.767  1.939  -4.048
H  -3.536  3.209  -1.271
H  -1.875  3.765  -1.042
N  2.531  -3.456  -1.564
C  1.673  -2.522  -1.148
N  1.926  -1.254  -1.082
C  3.204  -0.795  -1.407
N  3.590  0.423  -1.274
N  2.646  1.287  -0.719
C  2.870  2.512  -0.983
C  2.012  3.569  -0.406
C  2.372  4.895  -0.559
C  1.594  5.865  0.055
C  0.493  5.472  0.797
C  0.191  4.120  0.875
N  0.925  3.181  0.280
C  4.166  -1.762  -1.963
C  5.432  -1.392  -2.423
C  6.297  -2.343  -2.919
C  5.917  -3.686  -2.965
C  4.672  -4.074  -2.517
C  3.807  -3.103  -2.021
H  2.236  -4.419  -1.581
H  0.689  -2.868  -0.846
H  3.707  2.802  -1.612
H  3.240  5.156  -1.148
H  1.847  6.913  -0.042
H  -0.136  6.189  1.303
H  -0.671  3.773  1.432
H  5.713  -0.350  -2.383
H  7.275  -2.049  -3.275
H  6.600  -4.429  -3.354
H  4.367  -5.112  -2.552
C  -3.743  -0.371  2.181
N  -2.727  -1.226  1.581
C  -3.191  -2.108  0.521
P  -1.205  -1.382  2.156
O  -0.151  -1.086  1.104
N  -1.057  -2.954  2.612
C  0.267  -3.471  2.935
C  -2.155  -3.757  3.128
N  -0.960  -0.417  3.456
C  -0.391  0.925  3.423
C  -1.631  -0.712  4.719
H  -4.354  0.065  1.389
H  -3.285  0.462  2.706
H  -4.403  -0.928  2.856
H  -3.779  -1.531  -0.197
H  -3.822  -2.919  0.899
H  -2.344  -2.539  -0.012
H  1.034  -2.841  2.490
H  0.380  -4.482  2.538
H  0.423  -3.507  4.018
H  -3.093  -3.207  3.085
H  -1.973  -4.031  4.172
H  -2.268  -4.679  2.553
H  0.268  1.048  2.568
H  0.200  1.062  4.330
H  -1.166  1.693  3.364
H  -1.974  -1.744  4.750
H  -2.492  -0.056  4.880
H  -0.931  -0.568  5.543

---

Here is a molecular structure, C43H117HgN10O11 from the OMol25 dataset. Energies are from ωB97M-V/def2-TZVPD.

## Properties
E_HOMO, eV: -10.458
Total charge: +1
Total energy, eV: -88075.3409
Kohn-Sham gap, Eh: 0.264
Energy above the lowest of the compared OMol25 structures with the same formula, charge and spin, kcal/mol: 0.0

Cartesian coordinates (Å):
Hg  1.836  -1.729  -18.736
C  3.342  2.148  -19.911
C  3.068  1.608  -18.495
C  2.066  2.499  -17.776
O  2.925  0.212  -18.495
H  4.422  2.187  -20.037
H  3.001  3.184  -20.042
H  2.858  1.625  -20.735
H  4.023  1.795  -17.966
H  1.088  2.534  -18.272
H  2.436  3.525  -17.893
H  1.960  2.361  -16.700
C  6.283  0.393  -21.565
C  5.846  -0.930  -20.932
C  6.496  -1.093  -19.565
O  7.882  -1.243  -19.722
C  8.516  -1.512  -18.502
N  4.377  -0.926  -20.839
H  6.014  1.267  -20.958
H  5.809  0.499  -22.537
H  7.368  0.475  -21.615
H  6.188  -1.675  -21.655
H  5.995  -1.847  -18.941
H  6.298  -0.124  -19.062
H  9.598  -1.487  -18.632
H  8.242  -2.497  -18.111
H  8.290  -0.721  -17.771
H  4.064  -1.874  -20.641
H  4.092  -0.341  -20.046
C  2.347  5.369  -14.990
C  2.489  6.618  -15.811
C  3.946  6.958  -16.117
O  3.951  8.056  -16.996
C  5.249  8.385  -17.457
N  1.681  6.512  -17.046
H  2.649  4.451  -15.500
H  1.299  5.252  -14.697
H  2.920  5.465  -14.065
H  2.136  7.477  -15.230
H  4.408  6.101  -16.623
H  4.408  7.221  -15.155
H  5.186  8.785  -18.468
H  5.889  7.497  -17.513
H  5.690  9.112  -16.772
H  1.797  5.572  -17.429
H  2.193  7.050  -17.747
C  3.426  1.611  -13.813
C  2.718  1.961  -12.540
C  2.715  3.436  -12.204
O  4.022  3.837  -11.922
C  4.131  5.234  -11.714
N  1.350  1.403  -12.648
H  4.343  2.170  -14.025
H  2.822  1.804  -14.714
H  3.714  0.563  -13.856
H  3.224  1.429  -11.730
H  2.086  3.536  -11.300
H  2.208  4.011  -12.989
H  3.632  5.527  -10.781
H  3.643  5.806  -12.512
H  5.181  5.507  -11.671
H  0.909  1.793  -13.481
H  0.768  1.779  -11.900
C  -0.997  -0.853  -22.139
C  -0.588  -1.047  -20.680
C  -0.735  -2.484  -20.272
O  -0.444  -2.594  -18.878
C  -0.748  -3.899  -18.389
N  0.891  -0.720  -20.553
H  -1.938  -1.350  -22.360
H  -0.241  -1.320  -22.791
H  -0.898  0.180  -22.469
H  -1.160  -0.369  -20.048
H  -0.061  -3.116  -20.870
H  -1.735  -2.896  -20.442
H  -0.575  -3.873  -17.316
H  -0.066  -4.625  -18.841
H  -1.789  -4.167  -18.567
H  1.247  -0.826  -21.506
H  1.048  0.255  -20.305
C  4.678  -1.435  -11.705
C  6.088  -1.000  -12.061
C  6.461  -1.268  -13.504
O  5.869  -0.308  -14.361
C  5.788  -0.736  -15.700
N  6.300  0.445  -11.807
H  4.478  -1.301  -10.637
H  4.478  -2.492  -11.919
H  3.879  -0.862  -12.188
H  6.785  -1.527  -11.405
H  6.131  -2.275  -13.801
H  7.552  -1.236  -13.627
H  5.086  -1.572  -15.745
H  6.776  -0.962  -16.108
H  5.349  0.116  -16.226
H  6.092  0.953  -12.659
H  5.649  0.802  -11.118
C  7.592  5.521  -22.969
C  6.988  4.200  -22.467
C  5.480  4.232  -22.531
O  5.002  5.297  -21.741
C  3.629  5.490  -21.901
N  7.463  3.040  -23.242
H  7.309  6.332  -22.294
H  7.298  5.749  -23.996
H  8.684  5.494  -22.933
H  7.367  4.106  -21.445
H  5.034  3.267  -22.253
H  5.196  4.415  -23.584
H  3.416  6.164  -22.738
H  3.170  5.924  -21.007
H  3.074  4.552  -22.044
H  8.474  3.041  -23.262
H  7.130  3.130  -24.197
C  -1.161  4.296  -16.858
C  -2.023  3.956  -15.655
C  -3.385  3.399  -16.066
O  -4.150  2.910  -15.013
C  -4.730  3.924  -14.195
N  -1.316  2.944  -14.830
H  -1.080  3.391  -17.464
H  -0.152  4.545  -16.524
H  -1.485  5.204  -17.367
H  -2.169  4.861  -15.050
H  -3.143  2.585  -16.765
H  -3.896  4.134  -16.704
H  -5.175  3.408  -13.351
H  -5.455  4.514  -14.759
H  -3.960  4.601  -13.814
H  -0.764  3.424  -14.128
H  -2.056  2.459  -14.324
C  6.495  4.135  -14.641
C  6.630  3.108  -15.751
C  6.794  3.807  -17.096
O  5.526  4.281  -17.487
C  5.405  4.689  -18.873
N  7.892  2.365  -15.541
H  7.406  4.727  -14.579
H  6.268  3.672  -13.677
H  5.648  4.781  -14.886
H  5.815  2.379  -15.795
H  7.124  3.053  -17.832
H  7.560  4.584  -17.004
H  5.917  5.633  -19.045
H  4.325  4.808  -18.932
H  5.740  3.821  -19.440
H  7.945  2.020  -14.593
H  8.022  1.625  -16.217
C  4.020  0.973  -24.813
C  2.601  1.166  -24.320
C  1.544  0.796  -25.328
O  1.777  1.482  -26.521
C  0.616  1.744  -27.272
N  2.357  0.453  -23.038
H  4.762  1.467  -24.185
H  4.196  1.348  -25.825
H  4.239  -0.098  -24.915
H  2.446  2.224  -24.074
H  0.555  1.011  -24.900
H  1.561  -0.298  -25.496
H  0.010  0.849  -27.453
H  0.949  2.117  -28.238
H  0.003  2.501  -26.771
H  2.578  -0.529  -23.225
H  3.144  0.727  -22.452
C  2.423  -2.761  -14.318
C  1.756  -2.440  -15.643
C  0.959  -1.158  -15.616
O  0.377  -0.946  -16.887
C  -0.235  0.335  -16.937
N  2.744  -2.446  -16.772
H  1.857  -2.276  -13.519
H  3.477  -2.481  -14.262
H  2.423  -3.826  -14.073
H  1.040  -3.245  -15.836
H  1.600  -0.305  -15.357
H  0.177  -1.249  -14.855
H  -1.286  0.260  -16.631
H  -0.218  0.721  -17.954
H  0.225  1.061  -16.271
H  3.529  -1.859  -16.500
H  3.086  -3.400  -16.843

---

Here is 2 unconnected molecules or ions with the total composition C2H4N2O2 from the OMol25 dataset. Energies are from ωB97M-V/def2-TZVPD.

## Properties
E_HOMO, eV: -9.307
Total charge: 0
Total energy, eV: -9212.6248
Kohn-Sham gap, Eh: 0.365
Energy above the lowest of the compared OMol25 structures with the same formula, charge and spin, kcal/mol: 59.9

Cartesian coordinates (Å):
H  -0.668  -1.709  -0.494
N  -0.334  -0.939  -1.182
N  -0.566  0.249  -0.883
C  -1.275  0.627  0.327
H  -0.437  0.911  0.870
H  -1.742  -0.161  0.885
H  -1.993  1.437  0.203
O  2.050  0.954  0.144
C  2.367  -0.131  0.080
O  2.598  -1.237  0.050

---

Here is 6 unconnected molecules or ions with the total composition C24H60N6O5P from the OMol25 dataset. Energies are from ωB97M-V/def2-TZVPD.

## Properties
E_HOMO, eV: -2.683
Total charge: -1
Total energy, eV: -54322.4642
Kohn-Sham gap, Eh: 0.176

Cartesian coordinates (Å):
C  -1.600  1.323  -2.398
C  -2.875  1.090  -1.396
C  -2.542  0.977  0.188
C  -3.973  0.847  1.009
P  -1.359  -0.405  0.739
C  -2.404  -1.816  -0.005
C  -1.686  -3.315  0.049
C  -1.225  -3.786  -1.450
C  0.379  -4.023  -1.660
C  1.364  -2.952  -0.915
N  2.668  -3.722  -0.613
H  -0.816  1.991  -1.841
H  -1.878  1.701  -3.476
H  -1.091  0.251  -2.532
H  -3.565  2.056  -1.528
H  -3.535  0.206  -1.842
H  -2.084  2.027  0.523
H  -3.821  0.775  2.191
H  -4.671  0.009  0.587
H  -4.547  1.881  0.849
H  -0.506  -0.297  -0.441
H  -0.521  0.650  1.329
H  -2.104  -0.567  1.995
H  -0.405  -1.343  1.266
H  -2.727  -1.676  -1.121
H  -3.419  -1.865  0.621
H  -2.572  -4.051  0.367
H  -0.876  -3.426  0.885
H  -1.584  -3.082  -2.326
H  -1.746  -4.838  -1.668
H  0.666  -5.159  -1.433
H  0.580  -3.900  -2.831
H  0.994  -2.557  0.121
H  1.651  -2.049  -1.620
H  2.306  -4.587  -0.109
H  3.141  -3.180  0.165
C  -0.839  2.134  3.815
C  0.614  2.426  3.545
O  1.129  2.234  2.444
N  1.361  2.921  4.579
C  0.926  3.206  5.925
H  -1.311  1.746  2.910
H  -0.926  1.380  4.602
H  -1.354  3.052  4.110
H  2.328  3.096  4.331
H  1.103  4.266  6.122
H  1.528  2.605  6.611
H  -0.130  2.981  6.079
C  -2.662  -8.499  0.029
C  -3.250  -7.242  -0.556
O  -2.917  -6.120  -0.174
N  -4.187  -7.383  -1.544
C  -4.693  -8.610  -2.110
H  -1.934  -8.240  0.801
H  -3.452  -9.102  0.484
H  -2.152  -9.068  -0.753
H  -4.542  -6.501  -1.894
H  -4.483  -8.602  -3.183
H  -5.775  -8.635  -1.954
H  -4.243  -9.495  -1.661
C  5.485  -0.984  0.206
C  5.871  0.470  0.139
O  6.917  0.848  -0.387
N  5.008  1.378  0.689
C  3.748  1.115  1.341
H  6.258  -1.593  -0.268
H  5.389  -1.295  1.250
H  4.543  -1.144  -0.325
H  5.326  2.337  0.611
H  2.966  1.650  0.797
H  3.806  1.500  2.362
H  3.505  0.052  1.369
C  -3.888  4.194  -4.159
C  -5.085  3.293  -4.004
O  -5.077  2.310  -3.264
N  -6.207  3.606  -4.723
C  -6.393  4.712  -5.631
H  -3.070  3.830  -3.532
H  -3.554  4.193  -5.200
H  -4.142  5.209  -3.842
H  -6.975  2.962  -4.575
H  -7.227  5.315  -5.266
H  -6.643  4.306  -6.615
H  -5.504  5.338  -5.715
C  8.284  4.130  0.902
C  6.883  4.524  1.289
O  5.905  4.230  0.604
N  6.725  5.233  2.449
C  7.752  5.661  3.369
H  8.264  3.573  -0.038
H  8.897  5.025  0.762
H  8.718  3.491  1.675
H  5.760  5.466  2.652
H  7.534  5.226  4.347
H  7.711  6.750  3.440
H  8.750  5.356  3.053